# 1
Below is a cluster of 2 separate species, C6H17NO in total, with properties calculated with ωB97M-V/def2-TZVPD.

The calculation puts the orbital gap at 9.17 eV. The calculation puts the HOMO energy at -8.48 eV. The maximum force is 0.0191 hartree/bohr. The spin multiplicity is 1. As for the SMILES: CCCNC(C)C.O. The net charge is 0. For the relative energy (zero: lowest compared OMol25 entry of this formula, charge and spin), the calculation gives 0.702 eV.

XYZ file:
```
25
Properties=species:S:1:pos:R:3:forces:R:3
C -0.5175 -0.2584 1.6257 -0.03 -0.08 -0.01
C -1.9158 -0.6431 1.1496 0.11 -0.03 -0.07
C 0.6030 -0.5114 0.6011 0.27 -0.19 0.08
N 1.3231 0.6930 0.2306 0.06 0.14 0.60
C 1.7037 2.8070 -0.8683 -0.42 0.15 0.27
C 0.6488 1.7731 -0.4735 0.19 -0.85 -0.44
C -0.1492 1.2950 -1.6916 -0.54 0.28 0.14
H -0.5039 0.7967 1.8876 -0.04 0.20 -0.10
H -0.2876 -0.7553 2.5672 0.02 -0.20 0.00
H -2.0646 -0.2845 0.1381 -0.23 0.34 -0.14
H -2.1030 -1.7116 1.0761 0.28 -0.27 0.23
H -2.6810 -0.2370 1.8059 -0.11 0.11 -0.03
H 0.2355 -1.0781 -0.2643 -0.37 0.12 -0.13
H 1.3502 -1.1733 1.0377 0.06 -0.02 0.13
H 2.2207 0.4886 -0.1732 0.06 -0.11 -0.18
H 2.7167 2.4106 -0.7987 -0.04 -0.01 -0.13
H 1.4923 3.1420 -1.8749 0.25 0.17 -0.28
H 1.6391 3.6716 -0.2165 0.16 0.16 0.11
H -0.0736 2.1978 0.2166 -0.10 0.30 0.15
H -0.5061 2.1413 -2.2655 0.00 0.41 -0.14
H 0.4322 0.6853 -2.3797 0.07 -0.27 0.11
H -1.0730 0.7996 -1.3745 0.34 -0.36 -0.16
H -1.3378 -4.8376 0.1602 0.12 -0.52 0.21
H -0.2376 -5.7057 -0.4035 -0.09 -0.17 0.21
O -0.9144 -5.7056 0.2878 -0.02 0.70 -0.42
```
Forces are in eV/Å.

***

# 2
Below is the ion C3H11N2 with charge +1 in a non-equilibrium geometry, with properties calculated with ωB97M-V/def2-TZVPD.

The calculation puts the orbital gap at 10.37 eV. The calculation puts the HOMO energy at -13.74 eV. The maximum force is 0.0550 hartree/bohr. The spin multiplicity is 1. As for the SMILES: CNCC[NH3+]. The net charge is +1. For the relative energy (zero: lowest compared OMol25 entry of this formula, charge and spin), the calculation gives 1.043 eV.

XYZ file:
```
16
Properties=species:S:1:pos:R:3:forces:R:3
N -0.7575 0.9327 1.1579 0.76 -0.61 -0.38
C 0.4047 0.0645 1.5312 0.48 -0.43 0.05
C 0.9447 -0.5921 0.2353 -0.07 0.54 -1.72
N -0.1684 -0.7710 -0.7209 -1.46 -0.80 0.92
C -0.3779 -0.0640 -1.9831 2.61 1.08 0.15
H -1.1935 0.2881 0.4029 -0.20 0.48 0.58
H -1.2171 1.2095 2.0172 -0.90 -0.27 -0.16
H -0.4633 1.7948 0.7075 0.16 0.07 -0.21
H 1.1094 0.6661 2.1032 0.23 -0.15 -0.25
H 0.0187 -0.7117 2.1894 -0.17 0.09 0.04
H 1.7307 0.0121 -0.2295 -0.12 0.22 0.15
H 1.4046 -1.5708 0.3468 -0.03 0.09 0.76
H -0.3979 -1.7520 -0.8446 0.11 0.22 0.20
H 0.0514 0.9477 -1.8546 -0.78 0.01 0.05
H -1.4106 -0.0339 -2.3090 -0.02 -0.12 0.07
H 0.3219 -0.4200 -2.7497 -0.60 -0.42 -0.25
```
Forces are in eV/Å.

***

# 3
Below is the molecule FH2PS3 in a non-equilibrium geometry, with properties calculated with ωB97M-V/def2-TZVPD.

The calculation puts the orbital gap at 8.51 eV. The calculation puts the HOMO energy at -9.70 eV. The maximum force is 0.0584 hartree/bohr. The spin multiplicity is 1. As for the SMILES: FP(=S)(S)S. The net charge is 0. For the relative energy (zero: lowest compared OMol25 entry of this formula, charge and spin), the calculation gives 0.878 eV.

XYZ file:
```
7
Properties=species:S:1:pos:R:3:forces:R:3
F -0.6899 -1.0090 -1.5424 0.56 2.09 0.87
P 0.0194 0.0363 -0.4769 -1.04 -2.81 -0.07
S 1.9111 0.1675 -0.7835 -0.76 -0.10 0.41
S -0.7825 -1.3814 1.3060 0.66 2.05 -1.62
S -0.9637 1.9469 -0.4802 1.80 -1.48 1.74
H 0.4760 -1.7937 1.3946 0.35 -0.21 0.14
H 0.0295 2.0335 0.5824 -1.57 0.47 -1.47
```
Forces are in eV/Å.

***

# 4
Below is a structure of composition C22H34NP3Tl in a non-equilibrium geometry, with properties calculated with ωB97M-V/def2-TZVPD.

The calculation puts the orbital gap at 4.67 eV. The calculation puts the HOMO energy at -8.39 eV. The maximum force is 0.0327 hartree/bohr. The spin multiplicity is 1. The net charge is +1. For the relative energy (zero: lowest compared OMol25 entry of this formula, charge and spin), the calculation gives 0.000 eV.

XYZ file:
```
61
Properties=species:S:1:pos:R:3:forces:R:3
C 1.5784 -3.9835 0.8805 -0.10 0.55 -0.06
C 1.0410 -3.0854 -0.0345 -0.65 -0.18 0.14
C -0.3228 -2.6576 0.1404 0.09 0.51 0.34
C -0.8809 -2.7416 1.4404 0.18 -0.16 0.00
C -0.2593 -3.5460 2.3988 0.19 -0.10 -0.08
C 0.9188 -4.2264 2.0940 -0.16 -0.21 0.27
C -2.0612 -1.8804 1.7644 0.22 0.13 -0.09
C -2.8587 -1.5306 0.5471 -0.45 0.27 0.15
C -2.2123 -1.5433 -0.7149 1.19 0.05 0.21
C -2.8339 -0.8376 -1.8013 -0.01 -0.35 0.39
C -4.1772 -0.4997 -1.7130 0.26 0.16 0.21
C -4.8590 -0.6400 -0.4941 -0.39 0.04 0.00
C -4.1803 -1.0861 0.6390 0.17 -0.11 -0.23
H 2.5381 -4.4591 0.6624 -0.17 0.27 0.21
H -0.7335 -3.6507 3.3778 0.22 -0.04 -0.19
H 1.3558 -4.9183 2.8136 -0.14 0.18 -0.17
H -2.6886 -2.3337 2.5408 0.14 0.29 0.04
H -4.6858 -0.0970 -2.5927 0.10 0.05 0.31
H -5.9133 -0.3644 -0.4313 0.33 -0.11 -0.01
H -4.6733 -1.1199 1.6144 0.01 0.06 -0.31
N -0.9694 -2.0720 -0.9020 0.01 1.20 -0.46
Tl -0.9888 1.0510 3.0034 -0.39 -0.29 0.27
C 1.8488 -2.3938 -1.0964 -0.46 0.01 -0.20
H 1.3016 -2.3941 -2.0509 0.30 -0.13 0.12
H 2.8478 -2.8331 -1.2109 -0.20 0.04 0.00
C -1.9326 -0.3696 -2.9206 -0.30 -0.24 -0.06
H -1.2279 -1.1593 -3.2106 -0.07 0.17 -0.03
H -2.4990 -0.0153 -3.7917 0.11 -0.07 0.10
P 2.0208 -0.5733 -0.6430 0.30 -0.67 0.12
P -0.9297 1.0099 -2.2812 -0.44 -1.31 0.57
C -2.0103 2.2652 -1.6070 -0.12 0.59 -0.08
H -1.4377 2.9630 -0.9815 -0.16 -0.14 -0.27
H -2.4795 2.8150 -2.4357 0.06 -0.07 0.30
H -2.7951 1.8015 -0.9965 0.19 -0.07 -0.18
C 0.1551 1.6494 -3.5445 0.30 0.43 -0.19
H -0.3932 2.3714 -4.1659 0.21 -0.23 0.10
H 1.0072 2.1521 -3.0675 -0.17 -0.08 -0.21
H 0.5281 0.8293 -4.1731 -0.12 0.20 0.22
C 2.7793 -0.7487 1.0246 0.05 -0.01 0.06
H 3.6602 -1.4035 0.9629 -0.19 0.15 0.17
H 3.0767 0.2348 1.4137 0.03 -0.31 -0.09
H 2.0503 -1.1886 1.7161 0.14 0.01 -0.11
C 3.5370 -0.2116 -1.6118 0.00 0.13 -0.03
H 3.9114 0.7819 -1.3340 0.05 -0.21 -0.16
H 4.3033 -0.9719 -1.4107 -0.07 0.25 -0.14
H 3.2838 -0.2097 -2.6800 0.20 0.00 0.19
H -1.6584 -0.8345 2.2766 -0.51 -1.48 -0.60
H -0.1335 0.4883 -1.2225 -0.19 0.17 -0.41
C 2.6324 2.9548 0.7339 0.10 -0.08 -0.17
P 1.1673 2.3641 1.6776 0.34 0.58 0.14
C 1.7028 2.8581 3.3717 0.26 -0.10 0.04
C 0.0005 3.7532 1.3693 -0.07 0.20 -0.18
H 3.4897 2.2859 0.8912 -0.27 0.21 -0.05
H 2.9054 3.9664 1.0678 -0.10 -0.26 -0.11
H 2.4031 2.9772 -0.3405 0.07 -0.04 0.28
H 1.9738 3.9220 3.3573 -0.03 -0.26 0.15
H 0.9146 2.7007 4.1230 0.27 0.15 -0.15
H 2.5765 2.2590 3.6615 -0.20 0.17 0.01
H 0.3149 4.6393 1.9355 -0.16 -0.11 -0.23
H -0.0008 3.9918 0.2974 -0.04 0.01 0.27
H -1.0289 3.4949 1.6636 0.24 0.22 -0.10
```
Forces are in eV/Å.

***

# 5
Below is the molecule C6H4O2 in a non-equilibrium geometry, with properties calculated with ωB97M-V/def2-TZVPD.

The calculation puts the orbital gap at 9.35 eV. The calculation puts the HOMO energy at -9.67 eV. The maximum force is 0.0937 hartree/bohr. The spin multiplicity is 1. As for the SMILES: C#CC1=CCOC1=O. The net charge is 0. For the relative energy (zero: lowest compared OMol25 entry of this formula, charge and spin), the calculation gives 2.767 eV.

XYZ file:
```
12
Properties=species:S:1:pos:R:3:forces:R:3
C 0.1843 1.2422 0.0285 0.30 3.74 -0.60
C 1.8674 -0.3625 0.0533 4.35 1.79 1.08
C 0.6125 -0.9980 -0.0589 -2.91 -2.71 -2.54
C -0.3891 -0.0967 -0.0220 -0.24 -1.04 0.70
C -1.8202 -0.2185 0.0356 -2.80 0.43 -0.38
C -3.0471 -0.0797 0.0636 -0.70 1.78 0.49
H 2.6451 -0.5523 -0.7264 -0.97 0.04 0.08
H 2.4591 -0.6906 0.9912 -1.13 0.62 -0.97
H 0.4763 -2.0696 -0.5344 0.34 2.08 1.81
H -4.2063 0.4158 0.1835 4.15 -2.17 -0.49
O -0.4406 2.3076 -0.1044 2.82 -3.31 0.73
O 1.6587 1.1023 0.0904 -3.21 -1.26 0.09
```
Forces are in eV/Å.

***

# 6
Below is a structure of composition C33H44FeN4P2 in a non-equilibrium geometry, with properties calculated with ωB97M-V/def2-TZVPD.

The expectation value of S² is 6.050. The calculation puts the orbital gap (alpha / beta) at 5.51 / 6.42 eV. The calculation puts the HOMO energy (alpha / beta) at -5.03 / -6.48 eV. The maximum force is 0.0596 hartree/bohr. The spin multiplicity is 5. The net charge is 0. For the relative energy (zero: lowest compared OMol25 entry of this formula, charge and spin), the calculation gives 0.979 eV.

XYZ file:
```
84
Properties=species:S:1:pos:R:3:forces:R:3
Fe 0.2366 -0.9303 2.3847 -0.14 1.13 1.92
C -1.2598 1.3771 3.2624 -0.29 -2.30 -0.96
C -1.6271 0.4533 2.3111 -0.48 0.50 0.27
C -1.4277 0.7025 0.8174 -0.27 0.25 0.44
C -0.1321 0.1960 0.1279 -0.05 0.29 -0.98
C 1.2677 0.3389 0.7554 -0.65 0.22 0.73
C 1.5628 1.3750 1.5876 0.13 -1.46 -0.14
C 0.6871 2.5465 1.8503 -0.47 1.25 0.55
C -0.4016 2.5449 2.9875 0.53 0.92 0.13
C 2.0109 -2.6404 4.3325 -0.03 -0.36 -0.02
H -1.7061 1.2653 4.2569 0.40 0.16 -0.42
H -2.4180 -0.2857 2.5900 0.79 0.52 -0.19
H -1.5006 1.7760 0.5626 -0.05 -0.48 0.51
H -2.3133 0.2435 0.3293 0.79 0.13 0.13
H -0.2597 -0.8431 -0.2343 0.05 0.38 0.30
H -0.1514 0.8440 -0.7678 0.31 -0.38 -0.26
H 2.0256 -0.4075 0.4524 -0.54 0.59 0.34
H 2.5424 1.3828 2.0819 -0.31 -0.01 -0.32
H 0.1890 2.9370 0.9437 0.45 -0.45 0.16
H 1.3720 3.3503 2.1799 -0.33 -0.17 -0.33
H 0.0820 2.8439 3.9308 -0.15 -0.08 -0.34
H -1.0758 3.3786 2.7089 0.18 -0.11 0.28
H 2.1670 -2.9555 5.3821 -0.01 0.28 -0.34
H 2.9938 -2.4060 3.8810 -0.46 -0.08 0.21
H 1.6026 -3.5132 3.7942 0.25 0.32 0.15
P 1.6353 -0.7090 -2.2620 1.39 -1.26 -2.42
P -2.1749 -0.3661 -2.1626 -1.37 1.27 -2.09
N 2.9628 0.3414 -2.7053 0.26 0.38 0.05
N 2.1690 -2.0894 -3.3425 -0.29 -0.39 0.15
N -2.3185 1.3773 -2.5962 -0.08 0.29 0.40
N -3.6572 -0.8365 -2.9979 -0.72 -0.95 -0.27
C 0.3682 -0.0552 -3.4428 0.03 0.25 -0.12
C -0.9728 -0.8172 -3.4944 0.18 -0.12 0.04
C 4.1233 0.4385 -1.9182 -0.45 0.18 -0.51
C 5.0928 1.0663 -2.6601 -0.10 -0.34 0.27
C 4.5657 1.3516 -3.9509 -1.48 -0.66 0.33
C 3.2515 0.8964 -3.9591 1.06 0.28 0.76
C 2.2619 -3.4166 -2.9090 0.16 0.23 -0.60
C 2.6642 -4.2213 -3.9627 -0.21 0.38 0.46
C 2.8470 -3.3726 -5.0959 -0.33 0.75 0.49
C 2.5215 -2.0799 -4.6981 0.11 -0.84 0.33
C -2.6672 2.3670 -1.6610 0.08 -0.13 -0.57
C -2.4694 3.6146 -2.2159 -0.04 -0.44 0.22
C -2.0227 3.4183 -3.5560 -0.13 -1.76 0.18
C -1.9708 2.0344 -3.7798 -0.17 1.25 0.63
C -4.3278 -0.2897 -4.1059 -0.37 -0.80 0.23
C -5.3751 -1.1297 -4.4675 1.13 -0.08 0.95
C -5.3404 -2.2646 -3.5759 0.99 0.92 0.34
C -4.2864 -2.0565 -2.6928 -0.54 0.62 -0.94
H 0.8236 -0.1236 -4.4417 -0.24 0.13 0.32
H 0.1810 1.0129 -3.2266 0.24 -0.42 -0.07
H -1.4573 -0.6252 -4.4645 0.14 -0.16 0.32
H -0.8371 -1.9120 -3.4142 0.04 0.36 -0.09
H 4.1229 0.0559 -0.8985 0.05 0.15 -0.40
H 6.0988 1.2747 -2.3327 -0.05 0.02 0.07
H 5.0820 1.7984 -4.7793 0.02 0.14 -0.07
H 2.5050 0.9270 -4.7321 0.10 0.12 0.00
H 2.0713 -3.6566 -1.8729 -0.07 -0.02 -0.10
H 2.7952 -5.3042 -3.9367 0.01 0.50 0.09
H 3.2019 -3.6818 -6.0782 -0.21 0.22 0.32
H 2.5579 -1.1625 -5.2631 0.02 -0.16 0.05
H -3.1466 2.0695 -0.7346 0.37 0.19 -0.17
H -2.6265 4.5750 -1.7199 -0.03 -0.49 -0.22
H -1.7851 4.1902 -4.2617 -0.01 0.04 -0.22
H -1.8261 1.4908 -4.7045 0.30 0.12 0.25
H -4.0236 0.6516 -4.5394 -0.06 -0.10 0.17
H -6.0793 -0.9726 -5.2714 0.11 0.09 0.08
H -6.0149 -3.1050 -3.5803 0.05 0.00 0.05
H -3.9157 -2.6559 -1.8776 -0.07 -0.04 0.04
C 1.0215 -0.8252 7.3692 0.03 -0.20 -0.09
C 0.1106 -0.1318 6.3394 -0.05 0.17 -0.40
C -1.3580 -0.4912 6.5467 -0.56 -0.32 0.12
C 0.2514 1.3824 6.4369 0.15 0.59 0.21
C 0.4757 -0.5867 4.9561 1.04 -1.81 -2.03
C 1.0488 -1.4784 4.1984 -0.56 1.03 1.49
H 0.7468 -0.5710 8.4047 0.09 0.13 -0.28
H 2.0755 -0.5534 7.1812 -0.43 -0.14 0.17
H 0.9127 -1.9132 7.2703 0.13 0.20 0.00
H -1.7111 -0.3067 7.5726 0.20 0.14 -0.22
H -1.9943 0.0683 5.8446 0.17 -0.12 0.31
H -1.5298 -1.5469 6.3314 0.06 -0.06 0.05
H 1.2482 1.6859 6.1043 -0.04 0.05 0.08
H -0.4827 1.9075 5.8080 0.23 -0.25 0.23
H 0.1112 1.7382 7.4701 0.03 -0.17 -0.23
```
Forces are in eV/Å.

***

Table of calculated total energy (Ha), in record order: -368.7751 -230.1441 -1637.0117 -2109.7330 -381.3774 -3449.0251